(1)
This record from the OMol25 dataset describes C33H71BN8O5P2S2 as an isolated structure in a non-equilibrium geometry. The level of theory is ωB97M-V/def2-TZVPD.

XYZ file:
```
122
Properties=species:S:1:pos:R:3
C -5.82107 9.64142 6.69357
O -4.87904 10.05523 5.68356
C -3.60000 9.43839 5.89137
C -3.43587 8.04750 5.15175
C -4.03397 8.09240 3.67684
C -2.94157 7.59645 2.64709
C -2.61196 6.03059 2.77293
C -3.03822 5.20592 1.47143
C -1.77662 4.65838 0.64627
C -1.68345 3.08016 0.70003
C -0.89979 2.43911 -0.52963
C -0.15544 1.12493 0.02778
C -0.07582 -0.03621 -1.04512
C -0.16102 -1.51470 -0.39651
C 1.02151 -2.32858 -1.05308
C 2.38567 -2.24252 -0.51174
C 2.54906 -1.30740 0.75032
C 3.58040 -2.97247 -1.13318
S 5.22249 -2.73665 -0.39209
C 3.42302 -3.81116 -2.30143
C 4.55936 -4.56736 -3.05102
B 5.35957 -5.64635 -2.16143
O 6.73105 -5.86288 -2.49495
O 4.83724 -6.38491 -1.08473
C 2.02433 -3.93149 -2.85975
N 1.60033 -4.65626 -3.96339
S -0.03785 -4.40048 -4.12638
N -0.42570 -3.37482 -2.85987
C 0.80553 -3.21568 -2.26352
H -5.42383 8.80813 7.33783
H -6.77875 9.29122 6.20307
H -6.02340 10.52429 7.36301
H -2.81411 10.12294 5.44589
H -3.37392 9.39054 6.99428
H -3.85007 7.18550 5.74116
H -2.32960 7.85004 5.03396
H -4.24228 9.17475 3.42040
H -5.00901 7.54142 3.57573
H -1.99435 8.16930 2.89327
H -3.22735 7.88679 1.59722
H -1.49495 5.97472 2.93710
H -3.11585 5.60476 3.69278
H -3.64098 5.88640 0.79867
H -3.72942 4.37312 1.78581
H -0.84732 5.07285 1.14061
H -1.81938 5.07664 -0.39653
H -2.69665 2.58545 0.75898
H -1.09102 2.81292 1.62468
H -0.15934 3.19530 -0.92116
H -1.59486 2.18113 -1.38467
H 0.88330 1.48418 0.29929
H -0.74379 0.81083 0.93203
H 0.92835 0.06340 -1.56032
H -0.84997 0.07275 -1.86053
H -0.03873 -1.40447 0.71223
H -1.16254 -1.95005 -0.65078
H 1.90151 -0.39855 0.67455
H 2.28302 -1.86622 1.69515
H 3.61241 -0.96834 0.87492
H 5.97193 -1.85745 -1.15142
H 5.25217 -3.80547 -3.51600
H 4.08337 -5.14124 -3.90819
H 6.83718 -5.46322 -3.38142
H 5.42964 -6.24528 -0.31814
O -2.49682 -0.41418 -8.29086
P -3.21830 -1.74727 -8.46828
N -2.06325 -2.63464 -7.52194
C -1.73307 -4.04656 -7.63172
C -1.99731 -2.24664 -6.11361
N -2.78594 -1.87003 -10.14562
C -1.83407 -2.84439 -10.64877
C -2.58309 -0.61055 -10.86330
N -4.20406 -3.20801 -8.65258
C -5.10506 -3.25048 -9.82716
C -5.10227 -3.36535 -7.48076
H -2.52588 -4.70017 -7.24535
H -0.83191 -4.26595 -7.04882
H -1.48973 -4.35798 -8.64169
H -2.77844 -2.73017 -5.51001
H -2.11108 -1.16973 -5.98860
H -1.02705 -2.50218 -5.67999
H -0.83715 -2.71060 -10.21445
H -1.74010 -2.77291 -11.73661
H -2.18727 -3.86362 -10.47806
H -1.59610 -0.18346 -10.66091
H -3.34583 0.11801 -10.58792
H -2.67699 -0.76041 -11.94308
H -5.72135 -2.34971 -9.89478
H -5.76712 -4.11921 -9.77074
H -4.56242 -3.37129 -10.76157
H -5.78761 -2.51751 -7.38698
H -4.53875 -3.44274 -6.54967
H -5.68919 -4.28274 -7.55818
O 1.64746 -1.06661 7.11472
P 2.91655 -1.65951 6.50855
N 3.23988 -2.67597 7.87936
C 4.53352 -3.16936 8.32469
C 2.23488 -3.70832 8.12799
N 3.80814 -0.17930 6.68143
C 4.89258 -0.01453 7.63302
C 3.03156 1.06080 6.64447
N 4.30450 -2.35343 5.65355
C 4.90480 -1.51971 4.58743
C 3.90218 -3.60902 4.97030
H 4.93838 -3.95187 7.67046
H 4.44164 -3.61025 9.32354
H 5.28015 -2.39057 8.43535
H 2.38746 -4.59940 7.50391
H 1.22781 -3.34110 7.93040
H 2.24653 -4.02119 9.17542
H 4.55774 -0.14578 8.66789
H 5.33979 0.98045 7.54712
H 5.71620 -0.69697 7.41261
H 2.54701 1.26410 7.60437
H 2.26871 1.01572 5.86688
H 3.67270 1.91224 6.39689
H 4.14639 -1.16148 3.88538
H 5.65352 -2.08701 4.02714
H 5.44515 -0.66311 4.98320
H 3.11805 -3.42618 4.22910
H 3.52554 -4.34905 5.67803
H 4.75481 -4.07276 4.47025
```

Computed properties:
2S+1 = 1
orbital gap = 7.2 eV
charge = 0
LUMO energy = -0.936 eV

(2)
This record from the OMol25 dataset describes C33H72CaF8N7O16S8 as an isolated structure in a non-equilibrium geometry. The level of theory is ωB97M-V/def2-TZVPD.

XYZ file:
```
145
Properties=species:S:1:pos:R:3
Ca -1.06362 3.18602 0.20249
C 7.68204 -3.84223 0.97853
C 6.52177 -4.49889 0.22342
C 5.21430 -4.09819 0.86506
C 4.04660 -4.80883 0.03876
N 2.62692 -4.72673 0.64027
C 1.68957 -5.73501 -0.11530
C 1.29954 -6.89958 0.78783
C 1.35223 -6.20848 2.13355
C 2.57466 -5.29532 2.11658
C 2.09815 -3.24521 0.50088
C 1.87788 -2.73681 -0.95016
C 1.10902 -1.33581 -1.03151
H 7.75581 -4.00943 2.05310
H 7.82359 -2.79216 0.72273
H 8.59941 -4.31003 0.62117
H 6.65611 -5.54682 -0.04470
H 6.42973 -3.97428 -0.72759
H 5.17643 -3.02689 0.66764
H 5.24136 -4.40390 1.91097
H 4.23263 -5.87792 -0.06400
H 4.10439 -4.37011 -0.95737
H 0.80175 -5.17528 -0.40955
H 2.14311 -6.12343 -1.02717
H 0.30261 -7.22048 0.48575
H 2.00346 -7.73161 0.77060
H 0.45510 -5.62668 2.34514
H 1.52099 -6.95913 2.90565
H 2.34332 -4.45915 2.77644
H 3.55551 -5.67962 2.39650
H 2.65381 -2.66004 1.23363
H 1.17806 -3.24826 1.08526
H 1.36946 -3.45924 -1.58867
H 2.88525 -2.72923 -1.36639
H 1.80830 -0.52601 -0.82336
H 0.15579 -1.22685 -0.51425
H 0.71822 -1.17586 -2.03639
C -1.60372 -1.17284 3.33277
C -1.72893 -1.93314 4.65539
C -3.16333 -2.10283 5.07783
C -3.90350 -3.13507 4.12505
N -5.50986 -3.12271 4.32395
C -6.02308 -3.24427 5.79505
C -6.01405 -4.75748 6.10569
C -6.14408 -5.43049 4.73947
C -6.19261 -4.35669 3.66967
C -6.11781 -1.75922 3.78876
C -6.53006 -1.69503 2.26953
C -6.75882 -0.36866 1.57739
H -2.26132 -0.30423 3.29857
H -1.77776 -1.76191 2.43232
H -0.58814 -0.79154 3.22652
H -1.09911 -1.53062 5.44874
H -1.24791 -2.90478 4.54287
H -3.68424 -1.15171 4.96775
H -3.18446 -2.35011 6.13920
H -3.53224 -4.15519 4.22313
H -3.77862 -2.87020 3.07511
H -7.10358 -3.10065 5.79565
H -5.59817 -2.56107 6.53043
H -6.87830 -4.93274 6.74635
H -5.04493 -4.96838 6.55784
H -7.01681 -6.06598 4.58920
H -5.30061 -6.08104 4.50830
H -7.17959 -4.00004 3.37507
H -5.56185 -4.67306 2.83893
H -5.44333 -0.96678 4.11311
H -7.09881 -1.62490 4.24449
H -7.54104 -2.09727 2.20454
H -6.11564 -2.46924 1.62383
H -7.73530 0.05056 1.81996
H -6.64969 -0.46901 0.49753
H -6.06221 0.40717 1.89507
C 2.10901 -0.27981 -5.09968
C 3.60639 0.14341 -4.97606
C 3.81393 1.63362 -4.55559
C 3.26630 2.64588 -5.59729
N 2.65748 3.93541 -4.95152
C 2.04264 4.88516 -5.97767
C 1.31035 5.90660 -5.06634
C 0.77322 5.02525 -3.90476
C 1.46902 3.69570 -4.06209
C 3.76538 4.60749 -4.09606
C 4.90774 5.28588 -4.86470
C 5.78838 6.28764 -3.95940
H 2.17105 -1.02951 -5.88849
H 1.40385 0.47859 -5.43983
H 1.62149 -0.66267 -4.20312
H 4.10603 0.02803 -5.93790
H 4.13364 -0.61118 -4.39236
H 4.82486 1.82258 -4.19447
H 3.16054 1.65350 -3.68336
H 2.57690 2.18696 -6.30597
H 4.03917 3.08339 -6.22922
H 2.82530 5.30546 -6.60926
H 1.34960 4.30268 -6.58472
H 2.01206 6.69404 -4.79130
H 0.60828 6.50278 -5.64924
H 0.92470 5.50622 -2.93842
H -0.31167 4.99584 -4.00604
H 1.76162 3.16868 -3.15394
H 0.89163 2.97252 -4.63806
H 4.19013 3.87626 -3.40833
H 3.32273 5.36522 -3.44953
H 4.66456 5.88167 -5.74447
H 5.59812 4.58108 -5.32809
H 6.47380 6.91985 -4.52384
H 6.22779 5.73671 -3.12783
H 5.16697 7.06604 -3.51662
N -1.81158 1.56364 -1.24476
S -2.76277 0.16195 -1.02870
O -2.33478 -1.15707 -1.48222
O -4.17199 0.36128 -0.81960
F -2.27081 0.02015 0.49155
S -1.85399 1.37206 -2.75287
O -3.08903 1.58804 -3.43193
O -0.85903 0.43882 -3.33594
F -1.21287 2.79518 -3.05426
N -1.87065 5.11985 -0.54189
S -1.66496 6.47674 0.13789
O -2.73868 7.04749 1.00486
O -0.62147 7.31798 -0.45145
F -0.76765 5.90054 1.40058
S -2.84744 5.89983 -1.69344
O -2.25634 6.81972 -2.64043
O -4.25753 6.26459 -1.29275
F -3.06095 4.57506 -2.54414
N -2.26240 3.13713 2.07655
S -2.16918 3.34769 3.54209
O -2.13666 2.22627 4.45939
O -2.71870 4.59901 4.00799
F -0.60501 3.75972 3.59267
S -3.94281 3.04578 2.07299
O -4.67018 4.25273 2.08465
O -4.57143 1.90648 2.77990
F -4.04457 2.52520 0.56890
N 1.10357 2.94136 0.65578
S 1.88474 1.91449 1.50720
O 1.96457 2.10738 2.96428
O 2.90460 1.09042 0.90836
F 0.59549 0.96060 1.36940
S 2.39301 3.90266 0.32426
O 3.27430 3.44208 -0.75966
O 2.97714 4.63632 1.44784
F 1.45330 5.05049 -0.42816
```

Computed properties:
2S+1 = 1
orbital gap = 8.8 eV
charge = +1
LUMO energy = -2.495 eV

(3)
This record from the OMol25 dataset describes C33H73HgN2O11S5 as an isolated structure in a non-equilibrium geometry. The level of theory is ωB97M-V/def2-TZVPD.

XYZ file:
```
125
Properties=species:S:1:pos:R:3
Hg -2.59692 1.52501 1.22020
C -0.31984 -0.18098 -0.68258
O -1.38617 0.18621 0.15092
H -0.37274 -1.28457 -0.69512
H -0.41148 0.14790 -1.72280
H 0.63504 0.03895 -0.18517
C 6.48420 0.81378 -0.56919
C 5.34177 1.80316 -0.35447
N 4.93340 2.07866 1.04078
C 6.01947 2.79283 1.70915
C 5.54188 3.58859 2.92381
C 4.68402 0.82963 1.78103
C 3.55450 0.04612 1.21936
H 6.12723 -0.20966 -0.43382
H 7.31467 0.90356 0.13370
H 6.88100 0.92843 -1.57633
H 5.51333 2.76756 -0.83352
H 4.48176 1.37875 -0.88184
H 6.76936 2.06097 2.05026
H 6.57756 3.46004 1.05194
H 6.34644 3.77809 3.62974
H 5.19242 4.57169 2.58569
H 4.66873 3.12347 3.38175
H 4.29759 1.18252 2.74322
H 5.59208 0.24602 1.96129
H 2.55392 0.44441 1.44065
H 3.40184 -0.98355 1.56442
H 3.47258 -0.11456 0.13698
C -5.53113 -1.35118 -0.44019
C -4.44466 -0.52983 0.28677
N -4.72274 0.91392 0.53579
C -5.11839 1.58803 -0.72900
C -4.02402 1.65674 -1.76594
C -5.89738 1.06616 1.44117
C -5.70378 0.69935 2.90379
H -6.47216 -1.27942 0.11090
H -5.27888 -2.40509 -0.34432
H -5.66861 -1.02892 -1.46701
H -4.18339 -1.05548 1.20151
H -3.54722 -0.58548 -0.33168
H -6.03903 1.15873 -1.12528
H -5.36632 2.61709 -0.45712
H -3.10352 2.10587 -1.39604
H -3.79688 0.65002 -2.13576
H -4.40849 2.14398 -2.66198
H -6.71005 0.47371 1.01711
H -6.27966 2.08577 1.38083
H -4.75758 0.99693 3.34906
H -5.79827 -0.37935 3.04342
H -6.48907 1.18428 3.48367
C 0.18736 2.88040 -3.27232
C -0.02840 1.95706 -4.47379
C 0.56301 2.59610 -5.73293
S 1.20579 4.21275 -5.28959
O 0.70012 5.14993 -6.23930
O 2.62159 4.16110 -5.05240
C 0.41929 4.33097 -3.67356
H 1.12011 2.54744 -2.79524
H -0.53918 2.74812 -2.46837
H -1.09910 1.85709 -4.69094
H 0.20597 0.92432 -4.21344
H -0.29314 2.85948 -6.35043
H 1.25575 2.00762 -6.32486
H -0.53387 4.84118 -3.80879
H 1.13216 4.80298 -3.00832
C 1.79161 5.22616 2.09812
C 1.73677 4.57433 0.71287
C 1.77035 3.07914 0.89978
S 0.86466 2.76012 2.45906
O 1.72742 2.03946 3.35643
O -0.49834 2.29384 2.23146
C 0.70665 4.53627 2.88743
H 1.65334 6.30056 2.02398
H 2.74720 4.96629 2.56533
H 2.42691 4.97717 -0.02872
H 0.78406 4.87343 0.24234
H 2.75608 2.71410 1.20410
H 1.31133 2.40346 0.17961
H 0.52463 4.65235 3.95174
H -0.27494 4.64328 2.40817
C 0.18710 -5.60629 -0.35641
C 0.98739 -6.59994 0.51365
C 2.40104 -6.04694 0.58815
S 2.23158 -4.28577 0.80109
O 3.14418 -3.58923 -0.05212
O 2.18093 -3.97673 2.21261
C 0.55666 -4.19718 0.06270
H -0.87038 -5.80137 -0.18623
H 0.47542 -5.76066 -1.39647
H 0.99058 -7.61937 0.14051
H 0.58459 -6.58980 1.53084
H 2.90770 -6.22814 -0.36297
H 3.04807 -6.43069 1.37450
H 0.82593 -3.52959 -0.75901
H -0.10284 -3.63102 0.71419
C -0.75299 -2.87202 -3.41279
C -1.81936 -3.38234 -2.44619
C -2.58902 -4.46975 -3.16820
S -2.94291 -3.64768 -4.71028
O -3.90819 -2.59278 -4.50415
O -3.20220 -4.61370 -5.73125
C -1.31956 -2.88291 -4.82964
H 0.16540 -3.46471 -3.42969
H -0.39612 -1.89004 -3.09790
H -2.52583 -2.55973 -2.27943
H -1.48353 -3.66889 -1.45325
H -3.54827 -4.72514 -2.72700
H -1.93338 -5.30076 -3.42844
H -1.35047 -1.96024 -5.39899
H -0.75503 -3.60655 -5.42140
C 0.25238 -1.62375 4.08366
C -0.52092 -2.00427 5.32197
C -1.86790 -1.23990 5.24006
S -2.36996 -1.22678 3.51249
O -2.64245 0.12702 3.03547
O -3.32354 -2.27189 3.27709
C -0.75803 -1.66457 2.93606
H 1.03221 -2.25309 3.64891
H 0.66757 -0.61401 4.02502
H -0.18160 -1.75132 6.32648
H -0.70263 -3.08177 5.31479
H -1.72993 -0.18649 5.50443
H -2.62708 -1.60621 5.92777
H -0.42483 -1.00729 2.13016
H -0.89141 -2.63110 2.44204
```

Computed properties:
2S+1 = 1
energy relative to the best compared isomer or geometry (same formula, charge and spin) = 0.3282 eV
orbital gap = 6.5 eV
charge = +1
LUMO energy = -4.083 eV